(1)
{"formula": "C36H39N6O8S4Sr", "method": "ωB97M-V with the def2-TZVPD basis set", "species": ["Sr", "O", "C", "O", "C", "C", "C", "C", "C", "N", "C", "O", "O", "H", "H", "H", "H", "H", "N", "C", "C", "C", "C", "N", "H", "H", "H", "H", "H", "H", "H", "H", "H", "H", "H", "H", "O", "C", "S", "C", "C", "S", "S", "S", "C", "O", "C", "C", "C", "C", "C", "C", "N", "C", "N", "C", "C", "C", "C", "C", "C", "O", "C", "N", "C", "C", "C", "C", "C", "C", "O", "C", "H", "H", "H", "H", "H", "H", "H", "H", "H", "H", "H", "H", "H", "H", "H", "H", "H", "H", "H", "H", "H", "H"], "xyz": [[-0.856, 0.238, 1.430], [-1.963, -0.657, -3.240], [-1.959, 0.105, -2.150], [-1.058, 0.860, -1.870], [-3.184, -0.007, -1.302], [-4.380, -0.549, -1.727], [-5.459, -0.493, -0.850], [-5.312, 0.080, 0.394], [-4.054, 0.579, 0.743], [-3.035, 0.535, -0.095], [-3.720, 1.261, 2.037], [-4.744, 1.621, 2.830], [-2.662, 1.880, 2.120], [-1.093, -0.532, -3.681], [-4.459, -0.995, -2.708], [-6.417, -0.903, -1.144], [-6.134, 0.125, 1.094], [-5.274, 0.856, 3.107], [0.246, 2.207, 3.104], [0.950, 1.968, 4.371], [2.337, 1.385, 4.146], [2.361, 0.022, 3.460], [1.509, -1.065, 4.119], [0.136, -1.112, 3.598], [0.653, 2.997, 2.613], [-0.728, 2.445, 3.289], [0.340, 1.284, 4.958], [1.037, 2.887, 4.962], [2.825, 1.299, 5.123], [2.942, 2.093, 3.564], [3.402, -0.319, 3.431], [2.042, 0.112, 2.418], [1.505, -0.925, 5.206], [1.988, -2.029, 3.935], [-0.541, -0.798, 4.304], [-0.125, -2.069, 3.385], [-7.221, -0.169, 6.598], [-6.123, -0.208, 6.094], [-4.645, 0.403, 6.823], [-3.498, -0.007, 5.533], [-4.033, -0.666, 4.479], [-3.296, -1.138, 2.971], [-5.779, -0.990, 4.534], [-1.881, 0.514, 5.823], [0.457, 1.760, -4.306], [0.560, 0.325, -4.396], [1.840, -0.142, -4.587], [2.142, -0.754, -5.789], [3.420, -1.245, -6.027], [4.395, -1.119, -5.052], [4.082, -0.534, -3.833], [2.806, -0.042, -3.576], [2.508, 0.548, -2.328], [1.673, -0.070, -1.373], [1.280, -1.307, -1.721], [0.235, -2.160, -1.254], [-0.440, -1.981, -0.056], [-1.457, -2.929, 0.175], [-1.780, -3.956, -0.697], [-1.068, -4.100, -1.887], [-0.059, -3.196, -2.160], [0.697, -3.201, -3.324], [0.420, -4.191, -4.287], [1.368, 0.543, -0.274], [1.694, 1.911, -0.164], [0.643, 2.834, -0.086], [0.866, 4.184, 0.128], [2.163, 4.659, 0.272], [3.221, 3.771, 0.161], [2.995, 2.421, -0.069], [4.104, 1.636, -0.333], [4.368, 0.596, 0.610], [-0.586, 2.005, -4.490], [1.085, 2.215, -5.073], [0.742, 2.105, -3.316], [1.362, -0.827, -6.536], [3.651, -1.715, -6.973], [5.394, -1.497, -5.227], [4.827, -0.465, -3.048], [3.303, 1.013, -1.899], [1.701, -1.658, -2.565], [-2.058, -2.851, 1.081], [-2.584, -4.647, -0.466], [-1.309, -4.894, -2.579], [1.113, -4.021, -5.109], [-0.607, -4.110, -4.656], [0.572, -5.196, -3.885], [-0.367, 2.468, -0.237], [0.024, 4.863, 0.180], [2.352, 5.710, 0.448], [4.249, 4.106, 0.227], [5.268, 0.092, 0.261], [3.542, -0.111, 0.666], [4.550, 1.023, 1.598]], "max_force_ev_per_a": 0.9, "total_charge": -1, "relative_energy_ev": 0.303, "homo_ev": -3.346, "lumo_ev": 2.026, "gap_ev": 5.37}


(2)
{"formula": "C36H40N2O8P4PdTe", "method": "ωB97M-V with the def2-TZVPD basis set", "species": ["Pd", "Te", "C", "C", "C", "N", "C", "C", "C", "P", "C", "C", "C", "C", "C", "C", "C", "C", "C", "C", "C", "C", "P", "C", "C", "C", "C", "C", "C", "C", "C", "C", "C", "C", "C", "H", "H", "H", "H", "H", "H", "H", "H", "H", "H", "H", "H", "H", "H", "H", "H", "H", "H", "H", "H", "H", "H", "H", "H", "C", "C", "O", "P", "O", "O", "O", "P", "O", "O", "O", "H", "H", "H", "H", "H", "H", "H", "C", "N", "C", "C", "C", "O", "H", "H", "H", "H", "H", "H", "H", "H", "H"], "xyz": [[0.084, 1.485, 0.379], [-2.089, -2.672, -0.544], [-0.867, -4.176, -1.361], [-0.142, -4.969, -0.487], [0.712, -5.906, -1.063], [0.857, -6.058, -2.382], [0.129, -5.282, -3.190], [-0.760, -4.314, -2.732], [-0.518, -1.300, -0.470], [-0.497, 0.069, -1.649], [-1.828, -0.353, -2.815], [-3.150, -0.275, -2.344], [-4.210, -0.682, -3.146], [-3.956, -1.148, -4.429], [-2.652, -1.187, -4.913], [-1.584, -0.790, -4.115], [1.034, -0.071, -2.594], [1.536, 1.093, -3.173], [2.686, 1.035, -3.947], [3.330, -0.182, -4.139], [2.823, -1.347, -3.570], [1.675, -1.295, -2.796], [0.319, -0.838, 1.062], [2.080, -1.182, 0.862], [2.980, -0.280, 1.431], [4.345, -0.528, 1.346], [4.807, -1.659, 0.684], [3.908, -2.559, 0.118], [2.547, -2.325, 0.211], [-0.279, -2.003, 2.315], [-1.650, -2.006, 2.610], [-2.176, -2.918, 3.516], [-1.330, -3.815, 4.155], [0.037, -3.783, 3.902], [0.569, -2.878, 2.987], [-0.222, -4.882, 0.593], [1.305, -6.559, -0.430], [0.259, -5.437, -4.255], [-1.324, -3.704, -3.430], [-3.350, 0.166, -1.369], [-5.227, -0.609, -2.781], [-4.778, -1.459, -5.062], [-2.461, -1.524, -5.925], [-0.576, -0.818, -4.509], [1.046, 2.048, -3.020], [3.078, 1.946, -4.382], [4.235, -0.223, -4.733], [3.326, -2.294, -3.730], [1.272, -2.203, -2.360], [2.617, 0.604, 1.941], [5.050, 0.163, 1.794], [5.872, -1.843, 0.609], [4.272, -3.442, -0.395], [1.846, -3.032, -0.221], [-2.302, -1.257, 2.166], [-3.237, -2.915, 3.738], [-1.733, -4.526, 4.867], [0.699, -4.466, 4.421], [1.634, -2.864, 2.803], [2.072, 6.137, 0.362], [2.086, 4.642, 0.670], [3.395, 4.271, 1.135], [0.845, 4.176, 1.903], [-0.570, 4.700, 1.461], [1.199, 5.029, 3.182], [0.893, 2.681, 2.171], [1.678, 3.653, -0.851], [2.277, 2.182, -0.411], [2.309, 4.156, -2.073], [0.162, 3.356, -0.763], [2.284, 6.718, 1.259], [1.109, 6.446, -0.050], [2.839, 6.336, -0.384], [3.344, 3.553, 1.775], [-0.772, 4.412, 0.546], [0.835, 4.742, 4.029], [3.222, 2.110, -0.606], [-4.278, 3.077, 1.244], [-3.608, 2.501, 2.418], [-4.232, 2.617, 3.743], [-2.420, 1.933, 2.251], [-1.688, 1.425, 3.461], [-1.951, 1.850, 1.086], [-5.255, 3.440, 1.544], [-4.394, 2.330, 0.461], [-3.698, 3.905, 0.840], [-5.284, 2.844, 3.611], [-3.781, 3.417, 4.331], [-4.156, 1.685, 4.297], [-1.685, 2.173, 4.255], [-0.667, 1.196, 3.194], [-2.177, 0.532, 3.860]], "max_force_ev_per_a": 0.6, "total_charge": 2, "relative_energy_ev": 0.000, "homo_ev": [-13.257, -14.036], "spin_multiplicity": 5, "lumo_ev": [-5.803, -8.665], "gap_ev": [7.45, 5.37]}


(3)
{"formula": "C36H40O3P2PtS", "method": "ωB97M-V with the def2-TZVPD basis set", "species": ["Pt", "C", "C", "C", "C", "C", "C", "C", "C", "C", "H", "H", "H", "H", "H", "H", "H", "H", "H", "H", "H", "H", "H", "H", "H", "P", "P", "C", "C", "C", "C", "C", "C", "C", "C", "C", "C", "C", "C", "C", "C", "C", "C", "C", "C", "C", "C", "C", "C", "C", "C", "C", "C", "H", "H", "H", "H", "H", "H", "H", "H", "H", "H", "H", "H", "H", "H", "H", "H", "H", "H", "H", "H", "H", "H", "C", "S", "O", "O", "O", "H", "H", "H"], "xyz": [[-1.613, -4.529, 0.782], [-0.351, -6.065, 0.745], [0.666, -5.533, -0.279], [0.303, -5.921, -1.711], [-1.152, -5.590, -2.114], [-2.041, -4.864, -1.135], [-2.919, -5.666, -0.249], [-2.585, -7.143, -0.074], [-1.123, -7.369, 0.398], [-0.771, -0.009, -1.281], [0.146, -6.189, 1.716], [1.661, -5.927, 0.019], [0.497, -6.998, -1.851], [0.979, -5.411, -2.411], [-1.113, -4.937, -2.989], [-1.650, -6.521, -2.422], [-2.478, -3.939, -1.540], [-3.980, -5.404, -0.300], [-2.816, -7.684, -1.001], [-3.262, -7.585, 0.678], [-1.200, -7.931, 1.339], [-0.538, -7.993, -0.286], [-0.741, -0.654, -0.392], [-1.550, 0.759, -1.148], [0.195, 0.499, -1.370], [1.427, -3.688, -0.312], [-1.076, -1.006, -2.727], [0.956, -2.688, -1.708], [-0.164, -2.536, -2.493], [3.219, -3.319, -0.252], [4.183, -4.099, -0.916], [5.541, -3.772, -0.777], [5.930, -2.656, -0.016], [4.961, -1.818, 0.545], [3.612, -2.126, 0.382], [0.955, -3.340, 1.389], [-0.424, -2.993, 1.748], [-0.900, -3.401, 3.072], [-0.017, -4.007, 3.958], [1.332, -4.180, 3.633], [1.806, -3.841, 2.370], [-0.891, 0.120, -4.166], [0.351, 0.765, -4.372], [0.534, 1.630, -5.456], [-0.535, 1.893, -6.329], [-1.794, 1.331, -6.084], [-1.982, 0.482, -4.988], [-2.803, -1.511, -2.645], [-3.573, -1.305, -1.490], [-4.866, -1.832, -1.436], [-5.379, -2.563, -2.512], [-4.601, -2.776, -3.653], [-3.315, -2.243, -3.731], [1.864, -2.162, -2.078], [-0.379, -3.283, -3.275], [3.861, -4.950, -1.518], [6.297, -4.391, -1.257], [6.987, -2.439, 0.140], [5.248, -0.926, 1.114], [2.846, -1.442, 0.761], [-0.827, -2.043, 1.358], [-1.929, -3.158, 3.349], [-0.360, -4.330, 4.942], [2.051, -4.524, 4.386], [2.871, -3.969, 2.169], [1.178, 0.595, -3.679], [1.508, 2.102, -5.628], [-0.386, 2.556, -7.189], [-2.632, 1.562, -6.753], [-2.984, 0.103, -4.778], [-3.190, -0.729, -0.646], [-5.470, -1.674, -0.544], [-6.383, -2.983, -2.453], [-4.991, -3.362, -4.486], [-2.719, -2.374, -4.637], [2.170, 1.406, 2.796], [1.070, 1.007, 1.439], [-0.273, 1.405, 1.889], [1.570, 1.740, 0.273], [1.202, -0.461, 1.301], [2.060, 2.462, 3.063], [3.199, 1.191, 2.494], [1.886, 0.770, 3.638]], "max_force_ev_per_a": 3.2, "total_charge": 2, "relative_energy_ev": 0.000, "homo_ev": [-10.473, -13.541], "spin_multiplicity": 5, "lumo_ev": [-5.485, -9.493], "gap_ev": [4.99, 4.05]}


(4)
{"formula": "C36H40OP2Pb", "method": "ωB97M-V with the def2-TZVPD basis set", "species": ["Pb", "C", "C", "C", "C", "C", "C", "C", "C", "C", "H", "H", "H", "H", "H", "H", "H", "H", "H", "H", "H", "H", "H", "H", "H", "P", "P", "C", "C", "C", "C", "C", "C", "C", "C", "C", "C", "C", "C", "C", "C", "C", "C", "C", "C", "C", "C", "C", "C", "C", "C", "C", "C", "H", "H", "H", "H", "H", "H", "H", "H", "H", "H", "H", "H", "H", "H", "H", "H", "H", "H", "H", "H", "H", "H", "C", "O", "H", "H", "H"], "xyz": [[-4.308, -1.244, -2.366], [1.534, 2.249, -0.183], [0.588, 2.576, -1.079], [0.716, 2.755, -2.572], [0.427, 1.461, -3.347], [1.305, 0.283, -3.042], [2.481, 0.264, -2.408], [3.249, 1.450, -1.922], [2.964, 1.871, -0.448], [-2.720, -2.699, -1.574], [1.309, 2.286, 0.880], [-0.425, 2.790, -0.706], [1.669, 3.185, -2.924], [-0.076, 3.468, -2.875], [-0.610, 1.179, -3.125], [0.489, 1.672, -4.433], [0.995, -0.637, -3.547], [3.017, -0.688, -2.318], [3.201, 2.329, -2.570], [4.301, 1.166, -1.913], [3.235, 1.051, 0.243], [3.657, 2.699, -0.192], [-2.770, -2.678, -0.476], [-1.828, -2.187, -1.913], [-2.716, -3.739, -1.896], [-7.138, 1.436, -4.625], [-6.488, -1.133, -6.300], [-6.348, 1.596, -6.240], [-6.197, 0.504, -7.030], [-8.533, 2.632, -4.943], [-8.499, 3.614, -5.946], [-9.605, 4.446, -6.163], [-10.763, 4.305, -5.402], [-10.810, 3.318, -4.416], [-9.715, 2.480, -4.190], [-5.897, 2.463, -3.716], [-4.606, 1.915, -3.586], [-3.678, 2.508, -2.731], [-3.962, 3.752, -2.148], [-5.213, 4.342, -2.348], [-6.205, 3.679, -3.090], [-7.365, -1.794, -7.823], [-8.587, -1.199, -8.192], [-9.258, -1.612, -9.348], [-8.715, -2.626, -10.147], [-7.510, -3.225, -9.782], [-6.840, -2.820, -8.620], [-4.814, -1.828, -6.537], [-4.547, -3.047, -5.881], [-3.314, -3.674, -6.041], [-2.325, -3.074, -6.839], [-2.572, -1.840, -7.448], [-3.807, -1.205, -7.285], [-5.966, 2.577, -6.546], [-5.930, 0.555, -8.098], [-7.627, 3.737, -6.583], [-9.555, 5.207, -6.939], [-11.623, 4.961, -5.574], [-11.711, 3.199, -3.818], [-9.770, 1.697, -3.431], [-4.331, 1.010, -4.150], [-2.749, 1.982, -2.500], [-3.198, 4.245, -1.538], [-5.435, 5.319, -1.915], [-7.201, 4.117, -3.199], [-9.004, -0.395, -7.580], [-10.200, -1.143, -9.626], [-9.241, -2.946, -11.050], [-7.084, -4.015, -10.401], [-5.897, -3.297, -8.352], [-5.319, -3.492, -5.241], [-3.125, -4.629, -5.544], [-1.362, -3.571, -6.974], [-1.799, -1.359, -8.059], [-3.978, -0.229, -7.745], [-2.433, 0.062, 0.322], [-3.357, 0.009, -0.769], [-2.767, -0.480, 1.228], [-2.277, 1.125, 0.589], [-1.454, -0.386, 0.057]], "max_force_ev_per_a": 2.2, "total_charge": 0, "homo_ev": -7.922, "lumo_ev": -0.519, "gap_ev": 7.40}


(5)
{"formula": "C36H41As2N3O8RuS4", "method": "ωB97M-V with the def2-TZVPD basis set", "species": ["Ru", "C", "As", "C", "C", "C", "C", "C", "C", "C", "As", "C", "C", "H", "H", "H", "H", "H", "H", "H", "H", "H", "H", "H", "H", "H", "H", "H", "H", "C", "C", "C", "C", "C", "C", "C", "S", "O", "O", "N", "C", "C", "O", "O", "H", "H", "H", "H", "H", "H", "H", "H", "H", "S", "C", "N", "C", "C", "C", "C", "C", "C", "S", "H", "H", "H", "H", "C", "C", "C", "C", "C", "C", "C", "S", "O", "O", "N", "C", "C", "C", "O", "O", "H", "H", "H", "H", "H", "H", "H", "H", "H", "H", "H", "H"], "xyz": [[0.191, 1.368, 1.299], [-1.595, 4.084, 4.091], [-0.826, 2.345, 3.650], [0.229, 2.093, 5.245], [-2.405, 1.237, 4.033], [-2.844, 0.959, 5.320], [-3.863, 0.038, 5.533], [-4.450, -0.608, 4.455], [-4.026, -0.321, 3.163], [-3.015, 0.606, 2.953], [-2.283, 1.009, 1.198], [-3.542, 0.179, -0.010], [-3.042, 2.796, 1.018], [-1.988, 4.037, 5.107], [-2.392, 4.351, 3.403], [-0.812, 4.840, 4.029], [-0.325, 2.411, 6.128], [1.132, 2.689, 5.129], [0.509, 1.045, 5.310], [-2.373, 1.440, 6.169], [-4.182, -0.189, 6.543], [-5.227, -1.346, 4.619], [-4.479, -0.837, 2.324], [-4.534, 0.542, 0.259], [-3.503, -0.908, 0.030], [-3.279, 0.519, -1.007], [-4.070, 2.789, 1.380], [-2.996, 3.056, -0.036], [-2.451, 3.522, 1.562], [-3.194, -3.889, -1.177], [-2.186, -3.292, -0.230], [-2.421, -3.242, 1.142], [-1.524, -2.615, 1.995], [-0.358, -2.061, 1.479], [-0.074, -2.160, 0.128], [-0.999, -2.754, -0.716], [0.699, -1.217, 2.628], [-0.210, -0.361, 3.400], [1.317, -2.216, 3.476], [1.642, -0.360, 1.705], [2.880, 0.073, 2.386], [2.748, 1.394, 3.111], [3.612, 1.742, 3.909], [1.701, 2.076, 2.803], [-4.101, -4.187, -0.650], [-2.792, -4.770, -1.682], [-3.474, -3.171, -1.951], [-3.323, -3.686, 1.549], [-1.722, -2.539, 3.057], [0.847, -1.743, -0.253], [-0.796, -2.783, -1.778], [3.665, 0.218, 1.644], [3.207, -0.678, 3.106], [0.110, 4.060, 0.933], [1.559, 3.635, 0.174], [1.889, 2.387, 0.111], [3.066, 2.166, -0.577], [3.639, 0.924, -0.838], [4.834, 0.880, -1.532], [5.448, 2.051, -1.987], [4.870, 3.289, -1.754], [3.676, 3.338, -1.044], [2.705, 4.717, -0.602], [3.126, 0.032, -0.499], [5.303, -0.076, -1.729], [6.382, 1.992, -2.531], [5.332, 4.196, -2.122], [4.186, -3.205, -2.895], [2.955, -2.818, -3.668], [3.034, -1.918, -4.731], [1.898, -1.518, -5.411], [0.662, -2.021, -5.023], [0.564, -2.942, -3.994], [1.712, -3.335, -3.322], [-0.806, -1.421, -5.798], [-0.547, -1.305, -7.204], [-1.897, -2.208, -5.301], [-1.006, 0.098, -5.257], [-1.328, 0.373, -3.845], [-0.090, 0.636, -2.997], [-0.446, 1.056, -1.573], [0.355, 0.599, -0.689], [-1.441, 1.762, -1.395], [5.087, -3.084, -3.497], [4.130, -4.239, -2.555], [4.289, -2.573, -2.010], [3.999, -1.524, -5.024], [1.961, -0.826, -6.242], [-0.409, -3.336, -3.734], [1.639, -4.049, -2.509], [-0.317, 0.722, -5.660], [-1.881, -0.485, -3.461], [-1.994, 1.232, -3.801], [0.490, 1.459, -3.430], [0.551, -0.244, -2.950]], "max_force_ev_per_a": 4.9, "total_charge": -1, "relative_energy_ev": 2.100, "homo_ev": [-4.081, -5.175], "spin_multiplicity": 2, "lumo_ev": [1.679, 1.736], "gap_ev": [5.76, 6.91]}


- What is the formula in the first record?
  C36H39N6O8S4Sr